# C23H25FN2O3

A single C23H25FN2O3 molecule (ωB97M-V with the def2-TZVPD basis set, the OMol25 dataset).

Last column: Löwdin charge in e.
Geometry (Å):
C1 -5.63 -0.16 1.36  -0.0504
C2 -4.75 -1.30 1.79  -0.2616
C3 -5.29 -2.55 2.07  -0.0065
C4 -4.49 -3.62 2.46  -0.2542
C5 -5.11 -4.95 2.80  -0.0486
C6 -3.12 -3.43 2.56  0.0160
C7 -2.56 -2.19 2.27  -0.1225
C8 -1.07 -2.07 2.40  -0.4299
O1 -0.42 -2.78 3.14  0.0793
N1 -0.49 -1.12 1.61  0.1103
C9 0.92 -0.88 1.59  -0.2106
C10 1.84 -2.00 1.20  -0.0141
C11 1.66 -0.84 0.28  -0.3927
C12 0.89 -1.01 -1.01  -0.0948
C13 0.38 0.34 -1.51  -0.1168
N2 1.48 1.29 -1.62  -0.0326
C14 1.85 1.74 -2.84  -0.3984
O2 1.34 1.35 -3.88  0.0761
C15 2.95 2.77 -2.92  -0.0759
C16 4.05 2.52 -3.74  -0.0209
C17 5.04 3.47 -3.89  -0.0726
C18 4.94 4.69 -3.23  -0.0164
C19 3.85 4.96 -2.42  -0.2478
O3 3.68 6.13 -1.75  0.0827
C20 2.87 3.99 -2.28  -0.1750
F1 1.81 4.27 -1.49  0.1049
C21 2.22 1.51 -0.38  -0.1242
C22 2.76 0.19 0.15  -0.0987
C23 -3.38 -1.13 1.89  -0.0032
H1 -5.24 0.80 1.70  0.0769
H2 -5.71 -0.11 0.27  0.0840
H3 -6.65 -0.27 1.75  0.0757
H4 -6.36 -2.69 1.99  0.1189
H5 -4.45 -5.77 2.52  0.0785
H6 -5.28 -5.03 3.88  0.0851
H7 -6.06 -5.09 2.30  0.0747
H8 -2.47 -4.23 2.88  0.1256
H9 -1.07 -0.61 0.97  0.1138
H10 1.28 -0.21 2.37  0.1507
H11 2.77 -2.10 1.74  0.1141
H12 1.36 -2.93 0.94  0.1177
H13 1.54 -1.44 -1.77  0.1332
H14 0.05 -1.70 -0.88  0.1214
H15 -0.08 0.26 -2.49  0.1215
H16 -0.35 0.76 -0.81  0.1273
H17 4.09 1.57 -4.27  0.1219
H18 5.89 3.27 -4.52  0.1066
H19 5.72 5.44 -3.35  0.1168
H20 4.41 6.73 -1.95  0.1109
H21 3.03 2.21 -0.55  0.1182
H22 1.54 1.96 0.36  0.1353
H23 3.24 0.35 1.12  0.1251
H24 3.53 -0.19 -0.53  0.1308
H25 -2.96 -0.15 1.71  0.1145

The max |F| comes out at 0.0012 hartree/bohr. As for the SMILES: Cc1cc(C)cc(C(=O)N[C@H]2CC23CCN(C(=O)c2cccc(O)c2F)CC3)c1. The HOMO-LUMO gap is 9.5416 eV. For the calculated total energy, the calculation gives -1326.56834 a.u. The value obtained for the highest occupied orbital energy is -9.00 eV. The calculation puts the energy relative to the best compared isomer or geometry (same formula, charge and spin) at 11.6 kJ/mol. The spin multiplicity is 1. Its total charge is 0.

=====

# C23H25FeN2O

A molecular structure, C23H25FeN2O (ωB97M-V with the def2-TZVPD basis set, the OMol25 dataset).

Last column: Löwdin charge in e.
Geometry (Å):
C1 -2.01 0.12 -2.49  -0.0710
C2 -1.97 0.71 -1.12  -0.3586
N1 -2.86 0.59 -0.08  -0.0060
C3 -2.42 1.46 0.92  0.0002
C4 -1.32 2.12 0.50  -0.3177
C5 -0.37 3.09 1.03  -0.0685
N2 -1.10 1.65 -0.78  0.0727
H1 -2.83 -0.62 -2.54  0.0532
H2 -2.23 0.94 -3.22  0.0602
H3 -1.04 -0.40 -2.70  0.0794
H4 -3.00 1.54 1.80  0.1151
H5 -0.53 3.27 2.10  0.0748
H6 0.69 2.76 0.95  0.0828
H7 -0.40 4.09 0.53  0.0768
H8 -0.40 2.00 -1.42  0.1441
C6 -8.87 3.63 -1.43  -0.1064
O1 -8.11 2.79 -2.28  -0.1074
C7 -7.31 1.85 -1.69  -0.2910
C8 -6.43 1.16 -2.55  -0.0057
C9 -5.44 0.32 -2.01  -0.0388
C10 -5.27 0.20 -0.63  -0.1340
C11 -3.92 -0.35 0.00  -0.1457
C12 -4.33 -1.21 1.32  -0.2450
C13 -5.47 -2.12 1.62  -0.1508
C14 -5.36 -2.50 3.02  -0.1951
C15 -4.19 -1.88 3.56  -0.1780
C16 -3.55 -1.11 2.49  -0.1784
Fe1 -3.78 -3.00 1.95  0.2269
C17 -1.89 -3.62 1.94  -0.1989
C18 -2.44 -3.56 0.60  -0.1963
C19 -3.66 -4.38 0.59  -0.2057
C20 -3.84 -4.94 1.92  -0.2114
C21 -2.74 -4.47 2.76  -0.1977
C22 -6.22 0.80 0.20  -0.0202
C23 -7.23 1.64 -0.30  -0.0212
H9 -9.38 4.31 -2.13  0.0866
H10 -9.63 3.06 -0.87  0.0908
H11 -8.27 4.23 -0.72  0.0959
H12 -6.54 1.30 -3.64  0.1104
H13 -4.81 -0.25 -2.68  0.0865
H14 -3.52 -1.13 -0.67  0.1218
H15 -6.24 -2.42 0.91  0.1060
H16 -6.07 -3.12 3.55  0.0933
H17 -3.80 -1.93 4.58  0.0921
H18 -2.57 -0.64 2.49  0.1068
H19 -0.95 -3.16 2.28  0.0928
H20 -1.97 -3.08 -0.26  0.0888
H21 -4.29 -4.59 -0.28  0.0931
H22 -4.61 -5.65 2.23  0.0927
H23 -2.56 -4.75 3.81  0.0916
H24 -6.24 0.65 1.28  0.1157
H25 -7.95 2.16 0.36  0.0979

The expectation value of S² is 6.09. The max |F| comes out at 0.0835 hartree/bohr. The HOMO-LUMO gap (alpha / beta) is 3.4681 / 5.5317 eV. For the calculated total energy, the calculation gives -2339.61152 a.u. The value obtained for the highest occupied orbital energy (alpha / beta) is -0.79 / -2.87 eV. The spin multiplicity is 5. Its total charge is -1.